No. 1
The following is a quantum chemistry calculation of a cluster of 3 separate species, C9H21N3O3 in total, from the Open Molecules 2025 dataset.

```
36
Properties=species:S:1:pos:R:3:nbo_charge:R:1
C 0.214 -3.239 -3.589 -0.422
N 1.038 -2.679 -2.555 -0.442
C 0.827 -1.295 -2.176 -0.444
C 2.091 -3.464 -2.044 0.528
O 2.831 -3.219 -1.069 -0.606
H 0.620 -4.115 -4.094 0.219
H -0.129 -2.565 -4.374 0.199
H -0.822 -3.325 -3.259 0.191
H 0.733 -0.673 -3.066 0.196
H -0.019 -1.198 -1.495 0.188
H 1.601 -0.998 -1.468 0.276
H 2.159 -4.459 -2.509 0.115
C -0.136 3.595 0.553 -0.438
N 0.428 2.504 -0.077 -0.424
C -0.220 1.952 -1.255 -0.444
C 1.601 1.989 0.395 0.521
O 2.061 0.890 -0.057 -0.652
H -0.276 4.306 -0.261 0.193
H 0.097 4.012 1.533 0.239
H -1.186 3.471 0.820 0.204
H 0.326 1.120 -1.699 0.247
H -1.127 1.420 -0.966 0.211
H -0.216 2.611 -2.123 0.212
H 1.916 2.489 1.324 0.133
C -0.003 -0.010 3.521 -0.429
N -1.331 0.299 2.860 -0.451
C -1.491 -0.588 1.606 -0.425
C -2.353 1.116 3.366 0.529
O -3.476 1.157 2.925 -0.607
H 0.672 -0.485 2.809 0.231
H -0.211 -0.921 4.083 0.192
H 0.285 0.801 4.190 0.215
H -0.574 -0.523 1.021 0.208
H -1.692 -1.565 2.044 0.205
H -2.254 -0.201 0.930 0.224
H -1.983 1.790 4.154 0.108
```

Results
SMILES = CN(C)C=O.CN(C)C=O.CN(C)C=O
Orbital gap = 9.7 eV

No. 2
The following is a quantum chemistry calculation of the ion C7H12N3O4 with charge +1, from the Open Molecules 2025 dataset.

```
26
Properties=species:S:1:pos:R:3:nbo_charge:R:1
C 3.283 -0.843 0.188 -0.277
O 2.305 -1.188 -0.829 -0.416
C 1.105 -0.887 -0.548 0.816
N 0.651 -0.346 0.520 -0.593
C -0.681 0.339 0.754 0.490
C -1.200 -0.089 2.006 -0.701
O -0.491 1.726 0.730 -0.514
C 0.146 2.333 -0.353 -0.285
C -1.661 -0.212 -0.658 -0.020
N -3.122 -0.029 -0.655 0.525
O -3.718 -0.376 -1.659 -0.372
O -3.600 0.522 0.254 -0.318
C -1.063 -1.024 -1.537 0.021
N 0.254 -1.327 -1.479 -0.562
H 3.416 -1.761 0.818 0.227
H 2.876 -0.035 0.851 0.176
H 4.263 -0.537 -0.222 0.255
H 1.343 -0.181 1.250 0.429
H -0.679 0.227 2.865 0.250
H -1.367 -1.151 1.976 0.240
H -2.174 0.446 2.127 0.290
H 1.228 2.339 -0.171 0.171
H -0.228 3.380 -0.158 0.244
H -0.020 1.926 -1.426 0.192
H -1.623 -1.432 -2.361 0.274
H 0.757 -1.821 -2.282 0.458
```

Results
SMILES = COC1=[NH+][C@@](C)(OC)C([N+](=O)[O-])=CN1
Orbital gap = 10.0 eV
Charge = +1

No. 3
The following is a quantum chemistry calculation of a cluster of 13 separate species, H26O13 in total, from the Open Molecules 2025 dataset.

```
39
Properties=species:S:1:pos:R:3:nbo_charge:R:1
O -3.417 11.726 -0.725 -0.949
H -3.790 10.976 -1.190 0.488
H -3.293 12.449 -1.357 0.472
O -0.836 7.089 -3.462 -0.955
H -1.035 7.613 -2.706 0.497
H 0.117 6.983 -3.391 0.470
O -4.704 9.235 -1.563 -0.993
H -5.540 9.647 -1.840 0.481
H -4.616 8.365 -1.969 0.507
O -1.525 8.485 -1.357 -0.992
H -1.251 9.309 -0.978 0.502
H -2.455 8.655 -1.265 0.483
O -3.184 6.889 0.954 -0.942
H -3.310 6.656 0.035 0.488
H -3.153 6.049 1.382 0.473
O -3.602 9.354 -4.475 -0.950
H -4.541 9.228 -4.296 0.468
H -3.152 9.869 -3.831 0.483
O -0.012 9.367 -4.536 -0.979
H -0.241 9.316 -5.420 0.460
H -0.426 8.576 -4.107 0.475
O -0.775 8.063 1.617 -0.998
H -1.557 7.609 1.333 0.494
H -0.134 8.011 0.952 0.493
O -3.963 6.605 -1.948 -0.998
H -4.321 6.343 -2.814 0.487
H -3.139 6.118 -1.867 0.507
O 1.519 8.653 0.222 -0.956
H 2.084 9.077 0.869 0.481
H 1.487 9.263 -0.509 0.487
O -1.991 10.567 1.958 -0.978
H -2.625 10.445 2.629 0.477
H -1.590 9.712 1.926 0.497
O -0.842 10.986 -0.482 -0.995
H -1.647 11.102 -0.993 0.482
H -1.080 10.910 0.471 0.513
O -1.526 5.424 -1.124 -0.951
H -1.556 4.610 -1.598 0.475
H -0.835 5.943 -1.522 0.494
```

Results
Orbital gap = 10.6 eV

No. 4
The following is a quantum chemistry calculation of a cluster of 3 separate species, C12H28BN4O6 in total, from the Open Molecules 2025 dataset.

```
51
Properties=species:S:1:pos:R:3:nbo_charge:R:1
C -1.848 -2.299 -1.981 -1.020
B -0.631 -1.421 -1.489 1.102
O 0.586 -1.415 -2.176 -0.942
N -0.742 -0.636 -0.290 -0.898
C -0.596 0.797 -0.475 0.026
N -0.611 1.497 0.859 -0.559
C 0.206 1.133 1.679 0.860
O 0.928 0.782 2.528 -0.550
C -1.777 1.312 -1.345 0.728
O -1.472 1.479 -2.545 -0.771
O -2.881 1.377 -0.768 -0.761
H -2.646 -1.651 -2.351 0.258
H -1.568 -3.028 -2.744 0.220
H -2.246 -2.858 -1.126 0.223
H 0.480 -1.094 -3.076 0.501
H -1.627 -0.812 0.177 0.389
H 0.352 1.016 -0.961 0.198
C -1.993 6.047 4.105 -0.612
C -1.746 4.933 3.091 -0.080
C -0.425 5.074 2.327 -0.080
O -0.427 6.066 1.314 -0.542
C -0.169 7.379 1.750 -0.243
N -2.903 4.830 2.202 -0.835
H -2.305 6.971 3.617 0.196
H -2.791 5.758 4.789 0.214
H -1.097 6.256 4.695 0.195
H -1.678 3.991 3.645 0.190
H -0.237 4.131 1.808 0.210
H 0.418 5.245 3.012 0.151
H 0.551 7.393 2.577 0.160
H -1.080 7.897 2.066 0.159
H 0.257 7.926 0.908 0.183
H -2.804 4.012 1.604 0.383
H -2.877 5.618 1.561 0.350
C 3.577 -6.177 -1.093 -0.612
C 3.122 -4.853 -1.701 -0.079
C 1.661 -4.495 -1.408 -0.093
O 0.714 -5.225 -2.169 -0.547
C 0.377 -6.499 -1.668 -0.243
N 3.414 -4.868 -3.138 -0.832
H 3.193 -7.029 -1.654 0.196
H 4.666 -6.243 -1.110 0.213
H 3.246 -6.270 -0.056 0.202
H 3.727 -4.059 -1.252 0.190
H 1.507 -3.449 -1.673 0.229
H 1.441 -4.593 -0.336 0.159
H 0.373 -6.508 -0.573 0.165
H 1.057 -7.278 -2.027 0.156
H -0.627 -6.734 -2.022 0.186
H 3.216 -3.949 -3.524 0.357
H 2.734 -5.480 -3.582 0.352
```

Results
Orbital gap = 7.5 eV
Charge = -1

Record-wise E_HOMO values, in eV: -9.1 -14.0 -10.7 -4.8
Record-wise relative energy (zero: lowest compared OMol25 entry of this formula, charge and spin) values, in kJ/mol: 354.0 216.3 156.9 0.0